Record 1
{"formula": "C36H41IrNO7P", "method": "ωB97M-V/def2-TZVPD", "elements": ["Ir", "O", "C", "O", "C", "O", "C", "C", "O", "O", "H", "H", "H", "H", "H", "C", "C", "C", "C", "C", "H", "H", "H", "H", "H", "H", "H", "H", "H", "H", "C", "P", "C", "C", "C", "C", "C", "C", "C", "C", "C", "C", "C", "C", "H", "H", "H", "H", "H", "H", "H", "H", "H", "H", "H", "H", "H", "C", "O", "C", "C", "C", "C", "C", "C", "N", "C", "C", "C", "C", "C", "C", "C", "O", "H", "H", "H", "H", "H", "H", "H", "H", "H", "H", "H", "H", "H"], "positions_angstrom": [[-1.101, -0.487, -0.198], [-5.585, -1.247, -0.447], [-4.314, -0.931, -0.231], [-3.398, -1.346, -0.903], [-4.195, 0.059, 0.907], [-2.872, 0.277, 1.324], [-2.505, -0.320, 2.583], [-1.800, -1.676, 2.456], [-1.707, -2.352, 3.458], [-1.330, -1.963, 1.287], [-5.639, -1.852, -1.203], [-4.609, 1.001, 0.533], [-4.825, -0.273, 1.733], [-1.796, 0.369, 3.039], [-3.374, -0.415, 3.232], [-1.412, 3.113, -2.196], [-0.539, 1.839, -2.300], [-0.421, 1.442, -3.780], [0.836, 2.125, -1.709], [-1.301, 0.783, -1.579], [-0.930, 3.922, -2.746], [-1.524, 3.424, -1.155], [-2.405, 2.955, -2.620], [-0.049, 2.299, -4.343], [-1.381, 1.145, -4.207], [0.291, 0.626, -3.904], [1.231, 3.060, -2.111], [1.538, 1.333, -1.961], [0.785, 2.206, -0.622], [-2.303, 0.680, -2.034], [-0.803, -2.273, -3.151], [-0.036, -2.024, -1.521], [-0.134, -3.667, -0.765], [0.988, -4.325, -0.275], [0.855, -5.573, 0.317], [-0.395, -6.160, 0.430], [-1.519, -5.500, -0.052], [-1.391, -4.257, -0.643], [1.724, -1.762, -1.849], [2.387, -2.582, -2.765], [3.740, -2.409, -3.002], [4.443, -1.423, -2.319], [3.792, -0.614, -1.402], [2.434, -0.781, -1.166], [-0.527, -3.250, -3.546], [-0.476, -1.494, -3.836], [-1.887, -2.224, -3.045], [1.968, -3.870, -0.349], [1.732, -6.088, 0.688], [-0.497, -7.129, 0.900], [-2.497, -5.953, 0.048], [-2.271, -3.729, -0.988], [1.851, -3.367, -3.284], [4.249, -3.044, -3.715], [5.501, -1.292, -2.503], [4.340, 0.152, -0.867], [1.922, -0.155, -0.445], [-1.296, 5.986, 0.894], [-0.787, 4.809, 1.511], [0.315, 4.230, 0.958], [0.963, 4.680, -0.181], [2.094, 4.012, -0.636], [2.577, 2.907, 0.043], [1.934, 2.457, 1.187], [0.811, 3.118, 1.651], [0.175, 2.831, 2.881], [0.412, 1.867, 3.760], [0.900, 0.584, 3.539], [1.395, -0.133, 4.678], [1.873, -1.394, 4.561], [1.850, -2.015, 3.285], [1.340, -1.391, 2.188], [0.801, -0.077, 2.264], [0.203, 0.514, 1.295], [-0.561, 6.792, 0.926], [-2.174, 6.270, 1.466], [-1.583, 5.789, -0.140], [0.602, 5.551, -0.708], [2.599, 4.367, -1.524], [3.470, 2.404, -0.301], [2.331, 1.618, 1.740], [-0.438, 3.577, 3.184], [0.174, 2.140, 4.785], [1.403, 0.369, 5.639], [2.257, -1.922, 5.422], [2.223, -3.027, 3.184], [1.277, -1.911, 1.244]], "mulliken_charge": [2.13, -0.49, 0.45, -0.50, -0.70, -0.21, -0.50, 0.77, -0.70, -0.74, 0.42, 0.41, 0.48, -0.26, 0.63, -2.14, 3.91, -1.98, -1.22, -1.83, 0.48, 0.37, 0.51, 0.50, 0.39, 0.29, 0.75, 0.11, -0.57, 0.74, -1.42, 1.00, 0.81, -0.47, -0.82, -0.57, -0.70, -0.83, 0.42, -0.73, -0.79, -0.76, -1.00, 0.58, 0.58, 0.39, 0.38, 0.39, 0.43, 0.40, 0.42, 0.22, 0.40, 0.45, 0.43, 0.43, 0.21, -0.87, -0.51, 0.90, 0.18, -1.14, -1.11, -0.29, 0.22, 0.19, -1.44, 1.32, -0.83, -1.22, -0.50, -0.48, 0.97, -0.92, 0.37, 0.28, 0.30, 0.52, 0.46, 0.47, 0.62, 0.28, 0.46, 0.42, 0.40, 0.51, 0.05], "multiplicity": 2, "gap_ev": [7.008, 7.167], "total_charge": 1}


Record 2
{"formula": "C62H82Cl3NOP2PbSi2Te", "method": "ωB97M-V/def2-TZVPD", "elements": ["Pb", "C", "Si", "C", "C", "C", "C", "C", "C", "P", "C", "C", "C", "C", "C", "C", "C", "C", "C", "C", "C", "C", "C", "C", "C", "C", "C", "C", "P", "C", "C", "C", "C", "C", "C", "C", "C", "C", "C", "C", "C", "H", "H", "H", "H", "H", "H", "H", "H", "H", "H", "H", "H", "H", "H", "H", "H", "H", "H", "H", "H", "H", "H", "H", "H", "H", "H", "H", "H", "H", "H", "H", "H", "H", "H", "H", "H", "H", "H", "H", "H", "H", "H", "H", "H", "H", "H", "H", "H", "H", "H", "H", "H", "H", "H", "H", "C", "C", "C", "C", "C", "C", "Te", "N", "C", "O", "C", "C", "C", "C", "C", "C", "C", "C", "C", "C", "C", "C", "C", "C", "C", "C", "C", "C", "H", "H", "H", "H", "H", "H", "H", "H", "H", "H", "H", "H", "H", "H", "H", "H", "H", "H", "H", "H", "H", "H", "H", "H", "H", "H", "H", "Cl", "Si", "Cl", "Cl"], "positions_angstrom": [[0.278, -0.805, -0.331], [0.336, -1.182, 3.749], [0.241, -0.063, 2.192], [1.886, 0.992, 2.472], [1.968, 1.805, 3.598], [3.041, 2.650, 3.829], [4.057, 2.738, 2.889], [4.012, 1.936, 1.765], [2.957, 1.047, 1.570], [2.946, -0.153, 0.191], [4.267, -1.444, 0.558], [5.748, -1.107, 0.757], [6.119, -0.640, 2.161], [5.644, -1.641, 3.204], [4.136, -1.825, 3.082], [3.774, -2.348, 1.696], [3.404, 0.770, -1.394], [4.694, 1.577, -1.592], [4.824, 1.949, -3.070], [5.116, 0.701, -3.913], [4.533, -0.547, -3.246], [3.208, -0.215, -2.568], [-0.960, 1.413, 2.470], [-1.686, 1.519, 3.652], [-2.726, 2.415, 3.795], [-3.082, 3.227, 2.731], [-2.360, 3.161, 1.557], [-1.290, 2.280, 1.423], [-0.174, 2.302, -0.036], [0.471, 4.081, 0.111], [1.727, 4.212, -0.747], [2.293, 5.628, -0.684], [2.618, 6.000, 0.760], [1.384, 5.844, 1.644], [0.826, 4.426, 1.554], [-1.349, 2.378, -1.528], [-0.588, 1.846, -2.753], [-1.415, 2.014, -4.021], [-1.635, 3.496, -4.356], [-1.493, 4.368, -3.108], [-2.092, 3.677, -1.886], [0.662, -0.640, 4.631], [1.033, -1.998, 3.592], [-0.633, -1.616, 3.949], [1.158, 1.781, 4.312], [3.079, 3.259, 4.722], [4.883, 3.423, 3.035], [4.810, 2.001, 1.037], [4.198, -2.038, -0.366], [6.078, -0.368, 0.028], [6.302, -2.030, 0.554], [5.670, 0.330, 2.372], [7.207, -0.526, 2.216], [5.904, -1.283, 4.202], [6.146, -2.599, 3.042], [3.631, -0.875, 3.262], [3.790, -2.536, 3.834], [2.689, -2.462, 1.621], [4.222, -3.335, 1.559], [2.572, 1.490, -1.418], [5.578, 1.010, -1.303], [4.665, 2.492, -0.998], [5.619, 2.687, -3.202], [3.891, 2.414, -3.397], [6.194, 0.576, -4.038], [4.685, 0.826, -4.908], [5.225, -0.937, -2.499], [4.381, -1.335, -3.985], [2.740, -1.137, -2.212], [2.534, 0.223, -3.308], [-1.444, 0.856, 4.468], [-3.281, 2.468, 4.722], [-3.925, 3.900, 2.812], [-2.652, 3.796, 0.736], [-0.284, 4.792, -0.241], [1.514, 3.948, -1.786], [2.477, 3.512, -0.370], [1.560, 6.333, -1.088], [3.196, 5.696, -1.297], [2.990, 7.027, 0.809], [3.403, 5.336, 1.131], [0.617, 6.559, 1.329], [1.644, 6.067, 2.681], [-0.051, 4.337, 2.197], [1.573, 3.720, 1.917], [-2.090, 1.614, -1.258], [-0.385, 0.783, -2.604], [0.373, 2.354, -2.867], [-2.371, 1.516, -3.864], [-0.928, 1.511, -4.859], [-2.634, 3.628, -4.779], [-0.916, 3.827, -5.110], [-1.992, 5.328, -3.272], [-0.441, 4.584, -2.919], [-3.140, 3.447, -2.096], [-2.086, 4.384, -1.057], [-4.807, -2.263, -8.250], [-4.626, -2.119, -6.766], [-4.304, -3.210, -5.974], [-4.118, -3.083, -4.606], [-3.771, -4.300, -3.801], [-4.254, -1.838, -3.984], [-3.154, -1.565, -1.977], [-2.149, -0.871, -0.120], [-2.648, -0.685, 1.059], [-2.026, -0.871, 2.133], [-4.044, -0.134, 1.184], [-4.770, -0.368, 2.344], [-6.016, 0.203, 2.517], [-6.546, 1.027, 1.538], [-5.819, 1.279, 0.387], [-4.575, 0.702, 0.212], [-4.563, -2.729, -0.883], [-5.935, -2.584, -1.088], [-6.502, -1.497, -1.940], [-6.822, -3.465, -0.485], [-6.383, -4.474, 0.354], [-7.321, -5.468, 0.974], [-5.024, -4.553, 0.612], [-4.109, -3.702, 0.009], [-2.669, -3.855, 0.357], [-4.631, -0.748, -4.771], [-4.922, 0.596, -4.163], [-4.808, -0.896, -6.141], [-4.316, -3.166, -8.612], [-4.396, -1.405, -8.782], [-5.869, -2.328, -8.496], [-4.165, -4.177, -6.439], [-3.862, -5.206, -4.400], [-4.429, -4.383, -2.936], [-2.744, -4.226, -3.443], [-4.334, -0.991, 3.109], [-6.579, 0.010, 3.420], [-7.515, 1.487, 1.677], [-6.224, 1.930, -0.377], [-3.998, 0.914, -0.678], [-6.018, -0.553, -1.699], [-7.574, -1.401, -1.765], [-6.339, -1.721, -2.994], [-7.880, -3.338, -0.671], [-8.353, -5.281, 0.684], [-7.252, -5.432, 2.061], [-7.049, -6.476, 0.660], [-4.657, -5.310, 1.291], [-2.399, -4.902, 0.497], [-2.450, -3.313, 1.277], [-2.054, -3.416, -0.423], [-4.402, 0.702, -3.210], [-5.993, 0.694, -3.974], [-4.631, 1.404, -4.834], [-5.076, -0.033, -6.736], [-0.314, -4.128, -2.106], [0.810, -3.442, -0.444], [0.597, -5.047, 0.882], [2.720, -3.972, -1.228]], "mulliken_charge": [0.73, -1.53, 1.09, -0.18, -0.34, -1.20, -0.72, -0.69, 1.28, -1.69, 1.17, -1.20, -0.23, -1.39, 0.07, -0.47, 2.34, 0.02, -1.16, -0.73, -1.12, 0.34, 0.42, -0.07, -1.03, -0.75, 0.26, -0.76, 0.57, 0.02, 0.09, -1.21, -0.58, -1.23, 0.20, 1.94, -0.36, -0.07, -1.06, -0.79, -1.02, 0.37, 0.21, 0.42, 0.26, 0.35, 0.42, 0.35, 0.26, 0.18, 0.44, -0.06, 0.48, 0.49, 0.41, -0.14, 0.52, -0.53, 0.71, -2.10, 0.12, 0.40, 0.51, 0.27, 0.34, 0.36, 0.14, 0.54, -0.23, 0.42, 0.39, 0.36, 0.39, 0.17, 0.84, -0.04, -0.35, 0.35, 0.46, 0.49, 0.10, 0.39, 0.43, 0.30, -0.16, -0.84, -0.14, -0.11, -0.56, 0.70, 0.37, 0.35, 0.58, -0.01, 0.44, 0.57, -1.59, 0.76, -1.08, 1.10, -1.25, -1.30, 0.44, 0.06, 0.31, -0.59, 1.00, -0.73, -0.97, -0.84, -0.83, 1.05, 0.82, 0.76, -1.28, -0.98, 0.86, -1.73, -1.17, 1.18, -1.25, 2.25, -1.30, -0.94, 0.37, 0.38, 0.28, 0.35, 0.42, 0.19, 0.06, 0.40, 0.43, 0.40, 0.42, -0.52, -0.06, 0.45, 0.15, 0.32, 0.37, 0.35, 0.33, 0.48, 0.67, 0.28, -1.00, -0.47, 0.43, 0.47, 0.39, -0.40, 0.76, -0.39, -0.43], "multiplicity": 2, "gap_ev": [6.593, 5.451], "total_charge": -1}


Record 3
{"formula": "C4H11NO", "method": "ωB97M-V/def2-TZVPD", "elements": ["C", "C", "N", "C", "C", "H", "H", "H", "H", "H", "H", "H", "H", "H", "O", "H", "H"], "positions_angstrom": [[-0.835, -0.439, 1.014], [0.191, 0.070, 0.279], [0.552, -0.309, -0.995], [1.114, 1.142, 0.812], [0.634, 1.884, 2.097], [-0.638, -0.339, 2.065], [-1.546, -0.909, 0.357], [1.508, -0.202, -1.273], [-0.005, -0.950, -1.537], [2.091, 0.639, 0.910], [1.321, 1.918, 0.080], [0.785, 1.339, 3.025], [-0.426, 1.997, 1.857], [1.135, 2.847, 2.138], [-1.424, -1.987, -2.504], [-1.146, -1.590, -3.332], [-2.052, -2.668, -2.773]], "mulliken_charge": [-0.91, 0.48, -0.38, -0.44, -1.35, 0.29, 0.25, 0.16, 0.23, 0.33, 0.34, 0.30, 0.40, 0.35, -0.65, 0.30, 0.30], "smiles": "C=C(N)CC.O", "gap_ev": 8.007, "total_charge": 0}


Record 4
{"formula": "C8H10OS5SbTl", "method": "ωB97M-V/def2-TZVPD", "elements": ["Tl", "S", "Sb", "S", "S", "S", "C", "C", "C", "C", "C", "C", "C", "S", "C", "O", "H", "H", "H", "H", "H", "H", "H", "H", "H", "H"], "positions_angstrom": [[-0.514, 2.789, 0.240], [-0.803, 5.997, -3.625], [0.736, 4.709, -2.515], [0.638, 5.150, -0.166], [-0.014, 2.435, -2.398], [2.890, 4.782, -3.290], [-1.110, -0.756, -2.545], [-0.665, -0.878, -1.117], [0.649, -0.594, -0.750], [1.047, -0.652, 0.579], [0.120, -0.997, 1.548], [-1.200, -1.254, 1.212], [-1.578, -1.205, -0.118], [0.613, -1.000, 3.265], [0.492, -2.791, 3.490], [2.066, -0.699, 3.349], [-0.272, -0.871, -3.231], [-1.507, 0.248, -2.716], [-1.878, -1.495, -2.784], [1.348, -0.268, -1.509], [2.056, -0.402, 0.880], [-1.934, -1.468, 1.981], [-2.611, -1.396, -0.388], [1.179, -3.260, 2.786], [-0.531, -3.114, 3.305], [0.782, -3.010, 4.517]], "mulliken_charge": [0.16, -0.78, 0.82, -0.72, -0.68, -0.78, -1.49, 0.90, -0.38, -0.71, 0.49, -0.50, -0.60, 0.45, -0.96, -0.65, 0.36, 0.24, 0.45, 0.29, 0.43, 0.36, 0.33, 0.30, 0.35, 0.32], "gap_ev": 4.703, "total_charge": -2}


Record 5
{"formula": "C6H9BO", "method": "ωB97M-V/def2-TZVPD", "elements": ["C", "C", "C", "O", "B", "C", "C", "C", "H", "H", "H", "H", "H", "H", "H", "H", "H"], "positions_angstrom": [[2.220, 0.601, -1.359], [0.956, 0.567, -0.893], [-0.167, 1.669, -1.012], [-1.209, 1.356, -0.098], [-1.084, 0.161, 0.539], [-2.275, -0.342, 1.410], [0.427, -0.439, -0.076], [0.781, -1.717, 0.099], [2.648, 1.270, -2.153], [2.778, -0.199, -0.947], [0.123, 2.617, -0.744], [-0.502, 1.594, -2.061], [-2.034, -0.342, 2.466], [-2.757, -1.333, 1.303], [-3.079, 0.417, 1.440], [1.742, -1.999, -0.203], [0.330, -2.181, 0.964]], "mulliken_charge": [-1.03, 0.60, -0.51, -0.53, 0.51, -0.98, 0.15, -0.96, 0.29, 0.23, 0.36, 0.27, 0.35, 0.34, 0.28, 0.34, 0.30], "smiles": "C=C1COB(C)C1=C", "gap_ev": 9.067, "total_charge": 0}


Record 6
{"formula": "C2H5N2P", "method": "ωB97M-V/def2-TZVPD", "elements": ["C", "C", "N", "N", "P", "H", "H", "H", "H", "H"], "positions_angstrom": [[0.159, -1.099, -0.129], [0.677, 0.358, 0.107], [-1.223, -1.196, 0.133], [-0.520, 1.190, -0.165], [-1.920, 0.208, -0.016], [0.234, -1.094, -1.224], [0.687, -1.898, 0.438], [1.055, 0.742, 1.171], [1.472, 0.610, -0.542], [-0.622, 2.179, 0.229]], "mulliken_charge": [-0.34, -0.36, -0.34, -0.37, 0.08, 0.23, 0.31, 0.23, 0.26, 0.29], "gap_ev": 9.482, "total_charge": 0}


Record 7
{"formula": "C20H15BrClCoN5O5S", "method": "ωB97M-V/def2-TZVPD", "elements": ["Co", "C", "C", "C", "C", "N", "C", "C", "C", "C", "C", "C", "N", "C", "C", "C", "C", "C", "N", "H", "H", "H", "H", "H", "H", "H", "H", "H", "H", "H", "O", "S", "N", "Br", "C", "C", "C", "N", "C", "C", "H", "H", "H", "H", "O", "Cl", "O", "O", "O"], "positions_angstrom": [[-0.648, -0.447, -0.119], [-1.092, -0.526, 4.109], [0.222, -0.637, 4.518], [1.222, -0.677, 3.557], [0.871, -0.595, 2.225], [-0.410, -0.458, 1.836], [-1.369, -0.441, 2.751], [1.825, -0.661, 1.091], [3.206, -0.743, 1.146], [3.911, -0.801, -0.044], [3.234, -0.779, -1.254], [1.854, -0.689, -1.240], [1.200, -0.621, -0.084], [0.931, -0.642, -2.400], [1.324, -0.719, -3.721], [0.361, -0.706, -4.717], [-0.968, -0.622, -4.352], [-1.287, -0.531, -3.007], [-0.364, -0.522, -2.054], [-1.904, -0.516, 4.822], [0.471, -0.698, 5.570], [2.263, -0.778, 3.835], [-2.388, -0.371, 2.384], [3.727, -0.765, 2.092], [4.990, -0.873, -0.029], [3.776, -0.842, -2.188], [2.377, -0.802, -3.962], [0.642, -0.765, -5.761], [-1.755, -0.633, -5.093], [-2.311, -0.459, -2.667], [-4.739, -0.231, 0.988], [-3.887, -0.699, -0.113], [-2.481, -0.289, -0.097], [-0.423, 6.523, -0.130], [-0.408, 4.639, -0.075], [0.658, 3.941, -0.613], [0.609, 2.557, -0.574], [-0.412, 1.875, -0.060], [-1.425, 2.564, 0.462], [-1.464, 3.950, 0.489], [1.506, 4.453, -1.047], [1.429, 1.976, -0.982], [-2.249, 1.970, 0.849], [-2.299, 4.468, 0.940], [-1.643, -3.234, 1.923], [-1.676, -3.691, 0.555], [-1.171, -5.028, 0.445], [-3.022, -3.616, 0.039], [-0.809, -2.806, -0.240]], "mulliken_charge": [-0.43, -0.74, -0.76, -0.67, 0.64, 0.76, -0.17, 0.42, -0.76, -0.98, -0.75, 0.28, 1.00, 0.60, -0.75, -0.57, -0.77, 0.01, 0.70, 0.48, 0.42, 0.43, 0.36, 0.49, 0.44, 0.50, 0.41, 0.44, 0.44, 0.35, -0.58, 0.28, -0.68, -0.14, 0.24, -0.79, -0.10, 0.27, -0.22, -0.76, 0.44, 0.30, 0.37, 0.47, -0.66, 1.70, -0.69, -0.66, -0.62], "multiplicity": 2, "gap_ev": [6.873, 6.760], "total_charge": 0}


Record 8
{"formula": "C2H7N2O2", "method": "ωB97M-V/def2-TZVPD", "elements": ["C", "C", "N", "N", "O", "O", "H", "H", "H", "H", "H", "H", "H"], "positions_angstrom": [[1.963, 0.918, -0.294], [-1.066, -0.357, -0.171], [1.630, -0.176, 0.274], [-2.371, -0.237, -0.157], [1.338, 1.341, -1.307], [-0.360, -0.821, -1.045], [2.783, 1.719, -0.016], [-0.719, 0.148, 0.771], [2.101, -0.604, 1.108], [-2.878, -0.827, -0.974], [-2.861, 0.308, 0.526], [0.802, 0.666, -1.705], [0.905, -0.753, -0.387]], "mulliken_charge": [-0.04, 0.26, -0.21, -0.33, -0.30, -0.76, 0.38, 0.29, 0.24, 0.33, 0.25, 0.42, 0.48], "multiplicity": 3, "gap_ev": [7.631, 7.026], "total_charge": 1}


Number 1: maximum force 1.65 eV/A, energy -65940.4244 eV. Number 2: maximum force 1.35 eV/A, energy -153610.9972 eV. Number 3: maximum force 2.97 eV/A, energy -7862.7772 eV. Number 4: maximum force 0.13 eV/A, energy -75915.9644 eV. Number 5: maximum force 4.96 eV/A, energy -9090.7849 eV. Number 6: maximum force 3.79 eV/A, energy -14423.1374 eV. Number 7: maximum force 1.11 eV/A, energy -169692.3629 eV. Number 8: maximum force 13.22 eV/A, energy -9249.7112 eV.